Record 1
Molecular formula: C4H12
Method: DFT, ωB97M-V/def2-TZVPD

Each line ends with the Löwdin charge.
CARTESIAN COORDINATES (ANGSTROEM)
C -0.096 -1.233 1.978  -0.149
C 1.405 -0.840 1.988  -0.164
H -0.504 -2.170 1.936  0.028
H -0.584 -0.570 2.634  0.037
H -0.384 -0.763 0.976  0.066
H 1.639 -0.764 0.851  0.071
H 2.113 -1.630 2.157  0.036
H 1.655 0.142 2.477  0.080
C -1.307 1.335 -1.864  -0.175
C -0.016 0.554 -2.052  -0.173
H -2.212 0.926 -2.117  0.020
H -1.548 1.385 -0.746  0.073
H -1.279 2.452 -1.880  0.079
H -0.041 -0.500 -1.821  0.055
H 0.754 0.975 -1.441  0.045
H 0.405 0.700 -3.078  0.072

relative energy (zero: lowest compared OMol25 entry of this formula, charge and spin)	151.1	kJ/mol
total charge	0
HOMO	-10.9	eV
2S+1	1
LUMO level	1.08	eV
DFT total energy	-159.527413	Eh



Record 2
Molecular formula: C4H12
Method: DFT, ωB97M-V/def2-TZVPD

Each line ends with the Löwdin charge.
CARTESIAN COORDINATES (ANGSTROEM)
C -0.830 1.378 1.224  -0.192
C -1.738 0.218 1.452  -0.210
H -1.242 2.225 0.804  0.026
H -0.376 1.703 2.199  0.089
H -0.147 0.981 0.386  0.061
H -1.111 -0.794 1.460  0.086
H -2.444 0.137 0.563  0.086
H -2.201 0.096 2.464  0.065
C 1.097 -1.175 -0.709  -0.187
C 1.369 -0.371 -1.951  -0.200
H 2.195 -1.566 -0.409  0.114
H 0.554 -0.672 0.111  0.013
H 0.570 -2.089 -0.804  0.040
H 2.505 -0.350 -2.203  0.079
H 1.003 -0.775 -2.853  0.031
H 1.303 0.802 -1.815  0.100

relative energy (zero: lowest compared OMol25 entry of this formula, charge and spin)	155.5	kJ/mol
total charge	0
HOMO	-10.8	eV
2S+1	1
LUMO level	1.14	eV
DFT total energy	-159.525736	Eh



Record 3
Molecular formula: C4H12
Method: DFT, ωB97M-V/def2-TZVPD

Each line ends with the Löwdin charge.
CARTESIAN COORDINATES (ANGSTROEM)
C -0.551 1.726 1.613  -0.175
C 0.977 1.675 1.579  -0.162
H -1.015 0.736 1.597  0.053
H -1.015 2.220 2.472  0.060
H -0.924 2.234 0.733  0.053
H 1.417 2.601 1.215  0.061
H 1.390 1.429 2.552  0.057
H 1.294 0.856 0.937  0.052
C -0.819 -1.635 -1.149  -0.171
C 0.419 -1.753 -2.035  -0.170
H -1.661 -2.237 -1.476  0.058
H -0.614 -1.891 -0.101  0.060
H -1.128 -0.594 -1.074  0.050
H 0.718 -0.793 -2.442  0.055
H 0.215 -2.398 -2.884  0.055
H 1.299 -2.175 -1.536  0.063

relative energy (zero: lowest compared OMol25 entry of this formula, charge and spin)	20.1	kJ/mol
total charge	0
HOMO	-11.8	eV
2S+1	1
LUMO level	1.12	eV
DFT total energy	-159.577319	Eh



Record 4
Molecular formula: C4H12
Method: DFT, ωB97M-V/def2-TZVPD

Each line ends with the Löwdin charge.
CARTESIAN COORDINATES (ANGSTROEM)
C -2.484 -0.678 0.125  -0.208
C -1.517 0.060 0.823  -0.224
H -3.445 -0.165 -0.082  0.076
H -2.233 -1.202 -0.796  0.076
H -3.086 -1.469 0.709  0.093
H -1.271 0.921 0.156  0.099
H -0.628 -0.363 0.992  -0.022
H -1.623 0.624 1.774  0.105
C 2.390 0.812 -0.973  -0.167
C 1.687 -0.177 -0.026  -0.178
H 1.860 1.759 -1.130  0.068
H 3.263 1.128 -0.537  0.024
H 2.569 0.383 -1.919  0.045
H 2.079 -0.096 1.120  0.108
H 1.906 -1.275 -0.370  0.084
H 0.533 -0.264 0.135  0.022

relative energy (zero: lowest compared OMol25 entry of this formula, charge and spin)	199.0	kJ/mol
total charge	0
HOMO	-10.8	eV
2S+1	1
LUMO level	1.13	eV
DFT total energy	-159.509168	Eh



Record 5
Molecular formula: C4H12
Method: DFT, ωB97M-V/def2-TZVPD

Each line ends with the Löwdin charge.
CARTESIAN COORDINATES (ANGSTROEM)
C 0.733 -0.568 1.389  -0.195
C 1.220 -0.025 2.709  -0.177
H -0.334 -0.471 1.197  0.051
H 1.255 -0.104 0.543  0.057
H 0.935 -1.648 1.330  0.071
H 2.262 0.282 2.771  0.063
H 0.933 -0.739 3.501  0.066
H 0.606 0.810 3.074  0.061
C -0.609 0.433 -1.366  -0.171
C -1.366 0.148 -2.734  -0.145
H -1.092 1.042 -0.617  0.059
H -0.428 -0.551 -0.950  0.032
H 0.340 0.856 -1.681  0.059
H -1.056 0.871 -3.489  0.046
H -0.990 -0.821 -3.029  0.058
H -2.399 0.504 -2.616  0.063

relative energy (zero: lowest compared OMol25 entry of this formula, charge and spin)	79.0	kJ/mol
total charge	0
HOMO	-11.3	eV
2S+1	1
LUMO level	1.11	eV
DFT total energy	-159.554873	Eh



Record 6
Molecular formula: C4H12
Method: DFT, ωB97M-V/def2-TZVPD

Each line ends with the Löwdin charge.
CARTESIAN COORDINATES (ANGSTROEM)
C 1.646 -2.085 1.196  -0.196
C 0.160 -1.866 1.546  -0.184
H 2.059 -1.271 1.710  0.038
H 1.976 -3.083 1.209  0.049
H 1.800 -1.840 0.169  0.044
H 0.281 -1.287 2.663  0.116
H -0.316 -1.165 0.789  0.056
H -0.348 -2.898 1.746  0.079
C -0.802 1.405 -1.924  -0.162
C -1.037 2.424 -0.783  -0.158
H -1.386 1.723 -2.750  0.038
H 0.284 1.422 -2.327  0.097
H -1.105 0.462 -1.652  0.015
H -1.076 1.906 0.176  0.056
H -1.917 3.077 -1.048  0.081
H -0.219 3.077 -0.721  0.029

relative energy (zero: lowest compared OMol25 entry of this formula, charge and spin)	151.4	kJ/mol
total charge	0
HOMO	-11.2	eV
2S+1	1
LUMO level	1.05	eV
DFT total energy	-159.527301	Eh



Record 7
Molecular formula: C4H12
Method: DFT, ωB97M-V/def2-TZVPD

Each line ends with the Löwdin charge.
CARTESIAN COORDINATES (ANGSTROEM)
C -0.890 2.109 0.768  -0.175
C -0.675 0.943 1.698  -0.180
H -1.433 2.895 1.315  0.069
H 0.042 2.396 0.301  0.059
H -1.491 1.905 -0.119  0.058
H -0.021 1.139 2.555  0.064
H -1.587 0.590 2.206  0.072
H -0.135 0.144 1.179  0.031
C 0.153 -1.773 -0.759  -0.161
C 1.313 -1.311 -1.667  -0.182
H -0.152 -2.755 -1.115  0.061
H 0.647 -1.773 0.218  0.055
H -0.696 -1.086 -0.710  0.056
H 1.044 -1.198 -2.732  0.060
H 2.224 -1.927 -1.663  0.064
H 1.655 -0.296 -1.476  0.049

relative energy (zero: lowest compared OMol25 entry of this formula, charge and spin)	39.0	kJ/mol
total charge	0
HOMO	-11.3	eV
2S+1	1
LUMO level	1.12	eV
DFT total energy	-159.570131	Eh



Record 8
Molecular formula: C4H12
Method: DFT, ωB97M-V/def2-TZVPD

Each line ends with the Löwdin charge.
CARTESIAN COORDINATES (ANGSTROEM)
C -0.630 1.770 0.655  -0.178
C 0.662 2.451 0.154  -0.165
H -0.281 0.937 1.282  0.058
H -1.259 2.465 1.242  0.073
H -1.173 1.620 -0.162  0.006
H 1.498 2.332 0.868  0.061
H 0.903 1.886 -0.779  0.066
H 0.493 3.545 0.054  0.067
C -0.118 -1.346 -0.482  -0.190
C 0.060 -2.875 -0.341  -0.189
H 0.881 -0.921 -0.813  0.081
H -0.934 -1.230 -1.296  0.088
H -0.579 -1.003 0.483  0.055
H 0.045 -3.400 -1.348  0.089
H -0.502 -3.195 0.450  0.017
H 1.061 -3.027 0.107  0.063

relative energy (zero: lowest compared OMol25 entry of this formula, charge and spin)	116.7	kJ/mol
total charge	0
HOMO	-11.4	eV
2S+1	1
LUMO level	1.14	eV
DFT total energy	-159.540511	Eh



Record 9
Molecular formula: C4H12
Method: DFT, ωB97M-V/def2-TZVPD

Each line ends with the Löwdin charge.
CARTESIAN COORDINATES (ANGSTROEM)
C 0.076 1.903 0.239  -0.145
C -0.005 1.914 -1.357  -0.138
H 0.677 1.026 0.465  0.033
H 0.591 2.724 0.587  0.013
H -0.930 2.082 0.723  0.089
H 0.829 1.725 -1.938  0.021
H -0.445 2.952 -1.562  0.087
H -0.571 1.025 -1.578  0.042
C -0.643 -1.916 1.043  -0.140
C 0.526 -1.961 -0.034  -0.141
H -1.652 -1.937 0.895  0.023
H -0.693 -2.651 1.757  0.020
H -0.415 -1.029 1.661  0.063
H 1.260 -2.860 0.161  0.093
H 1.207 -1.115 0.031  0.022
H 0.187 -1.881 -1.093  0.059

relative energy (zero: lowest compared OMol25 entry of this formula, charge and spin)	160.8	kJ/mol
total charge	0
HOMO	-11.3	eV
2S+1	1
LUMO level	1.13	eV
DFT total energy	-159.523713	Eh



Record 10
Molecular formula: C4H12
Method: DFT, ωB97M-V/def2-TZVPD

Each line ends with the Löwdin charge.
CARTESIAN COORDINATES (ANGSTROEM)
C 0.137 -0.335 2.057  -0.203
C 0.717 1.050 2.314  -0.164
H -0.235 -0.492 0.984  0.033
H 0.977 -1.129 2.010  0.076
H -0.724 -0.810 2.768  0.108
H 1.712 0.960 2.348  0.015
H 0.293 1.745 1.505  0.095
H 0.248 1.367 3.201  0.043
C 0.046 0.275 -1.884  -0.202
C -0.811 -0.853 -2.388  -0.218
H 1.112 -0.020 -2.175  0.077
H -0.211 1.159 -2.588  0.090
H 0.048 0.427 -0.766  0.040
H -0.338 -1.345 -3.326  0.102
H -1.130 -1.408 -1.471  0.065
H -1.840 -0.591 -2.588  0.043

relative energy (zero: lowest compared OMol25 entry of this formula, charge and spin)	170.0	kJ/mol
total charge	0
HOMO	-10.9	eV
2S+1	1
LUMO level	1.13	eV
DFT total energy	-159.520240	Eh



Record 11
Molecular formula: C4H12
Method: DFT, ωB97M-V/def2-TZVPD

Each line ends with the Löwdin charge.
CARTESIAN COORDINATES (ANGSTROEM)
C -0.050 1.784 -0.796  -0.167
C 1.216 2.602 -0.538  -0.165
H -0.566 1.587 0.184  0.071
H -0.759 2.215 -1.403  0.025
H 0.178 0.778 -1.203  0.063
H 1.022 3.561 0.017  0.077
H 1.700 2.895 -1.467  0.057
H 1.921 2.133 0.106  0.043
C -0.175 -1.550 0.738  -0.158
C -1.022 -2.807 0.467  -0.149
H 0.617 -1.452 -0.032  0.067
H -0.683 -0.637 0.768  0.018
H 0.394 -1.664 1.661  0.063
H -1.972 -2.579 0.044  0.049
H -0.612 -3.637 -0.022  0.038
H -1.208 -3.229 1.475  0.068

relative energy (zero: lowest compared OMol25 entry of this formula, charge and spin)	49.2	kJ/mol
total charge	0
HOMO	-11.4	eV
2S+1	1
LUMO level	1.18	eV
DFT total energy	-159.566243	Eh



Record 12
Molecular formula: C4H12
Method: DFT, ωB97M-V/def2-TZVPD

Each line ends with the Löwdin charge.
CARTESIAN COORDINATES (ANGSTROEM)
C 1.787 0.387 0.005  -0.161
C 1.225 1.609 -0.773  -0.163
H 1.421 0.336 1.034  0.056
H 1.509 -0.539 -0.491  0.048
H 2.866 0.483 0.082  0.054
H 0.912 1.337 -1.774  0.054
H 2.007 2.370 -0.846  0.056
H 0.427 2.109 -0.220  0.056
C -1.618 -0.806 1.093  -0.172
C -1.429 -1.231 -0.359  -0.169
H -2.617 -1.029 1.471  0.059
H -0.869 -1.231 1.763  0.059
H -1.510 0.274 1.249  0.057
H -2.368 -1.558 -0.805  0.060
H -0.741 -2.071 -0.453  0.060
H -1.003 -0.442 -0.976  0.046

relative energy (zero: lowest compared OMol25 entry of this formula, charge and spin)	22.5	kJ/mol
total charge	0
HOMO	-11.7	eV
2S+1	1
LUMO level	1.20	eV
DFT total energy	-159.576400	Eh



Record 13
Molecular formula: C4H12
Method: DFT, ωB97M-V/def2-TZVPD

Each line ends with the Löwdin charge.
CARTESIAN COORDINATES (ANGSTROEM)
C -0.174 -1.832 0.098  -0.167
C 1.362 -1.832 0.020  -0.175
H -0.483 -1.856 1.136  0.067
H -0.624 -0.945 -0.345  0.036
H -0.508 -2.691 -0.479  0.061
H 1.786 -1.269 0.850  0.056
H 1.766 -1.480 -0.926  0.064
H 1.735 -2.847 0.191  0.060
C -1.125 2.052 -0.604  -0.166
C -0.094 1.613 0.419  -0.172
H -1.159 3.136 -0.696  0.060
H -0.960 1.639 -1.602  0.062
H -2.125 1.716 -0.325  0.062
H 0.356 0.644 0.239  0.017
H -0.493 1.640 1.438  0.069
H 0.738 2.312 0.586  0.067

relative energy (zero: lowest compared OMol25 entry of this formula, charge and spin)	26.1	kJ/mol
total charge	0
HOMO	-11.5	eV
2S+1	1
LUMO level	1.15	eV
DFT total energy	-159.575047	Eh



Record 14
Molecular formula: C4H12
Method: DFT, ωB97M-V/def2-TZVPD

Each line ends with the Löwdin charge.
CARTESIAN COORDINATES (ANGSTROEM)
C -0.170 1.408 -0.603  -0.172
C -1.573 1.526 -1.187  -0.167
H 0.085 2.056 0.158  0.037
H -0.009 0.403 -0.230  -0.001
H 0.509 1.628 -1.525  0.106
H -1.993 2.383 -0.647  0.060
H -1.437 1.840 -2.245  0.063
H -2.208 0.605 -1.171  0.076
C 0.798 -1.988 0.366  -0.179
C 0.908 -0.959 1.469  -0.187
H 1.415 -2.871 0.722  0.076
H -0.145 -2.354 0.100  0.034
H 1.358 -1.514 -0.568  0.110
H 1.856 -0.580 1.498  0.037
H 0.568 -1.325 2.488  0.096
H 0.224 -0.189 1.153  0.012

relative energy (zero: lowest compared OMol25 entry of this formula, charge and spin)	117.6	kJ/mol
total charge	0
HOMO	-11.1	eV
2S+1	1
LUMO level	1.15	eV
DFT total energy	-159.540164	Eh



Record 15
Molecular formula: C4H12
Method: DFT, ωB97M-V/def2-TZVPD

Each line ends with the Löwdin charge.
CARTESIAN COORDINATES (ANGSTROEM)
C 2.867 0.093 0.076  -0.175
C 1.642 -0.058 -0.834  -0.165
H 2.632 0.034 1.140  0.061
H 3.607 -0.661 -0.163  0.056
H 3.329 1.066 -0.083  0.058
H 0.827 0.475 -0.353  0.049
H 1.367 -1.111 -0.874  0.058
H 1.919 0.263 -1.835  0.064
C -2.076 -0.754 0.331  -0.170
C -2.441 0.722 0.424  -0.176
H -2.939 -1.319 -0.045  0.063
H -1.321 -0.941 -0.410  0.037
H -1.825 -1.189 1.295  0.064
H -1.715 1.262 1.032  0.056
H -3.442 0.889 0.834  0.062
H -2.432 1.229 -0.536  0.058

relative energy (zero: lowest compared OMol25 entry of this formula, charge and spin)	15.1	kJ/mol
total charge	0
HOMO	-11.8	eV
2S+1	1
LUMO level	1.14	eV
DFT total energy	-159.579224	Eh